1.
A structure of composition C32H52ClO3PReS at a distorted geometry, computed with ωB97M-V with the def2-TZVPD basis set.

E_tot: -2754.1227 hartree
F_max: 4.9 eV/Å
spin multiplicity: 4
HOMO (spin up / spin down): -7.846 / -7.488 eV
gap between HOMO and LUMO (spin up / spin down): 6.508 / 6.430 eV

Atoms and positions in Å:
Re 0.130556 -0.951422 -0.112554
P 0.208522 1.222271 -0.588753
Cl 2.032525 -1.440803 -1.292303
C 0.401136 0.533514 2.213942
H 0.892434 1.447944 2.646416
H 1.073406 -0.392067 2.080413
C -0.208279 0.863946 -2.425717
C 1.960120 1.915769 -0.495687
C -0.600858 2.028861 -3.354160
H 0.723321 0.424607 -2.819743
C -0.705953 1.472830 -4.776443
H -1.561817 2.452991 -3.036678
H 0.143180 2.833827 -3.316802
C -1.667215 0.278308 -4.890651
H -1.019013 2.271816 -5.457552
H 0.296242 1.153279 -5.091820
C -1.423518 -0.812252 -3.853788
H -2.694930 0.643687 -4.774099
H -1.592835 -0.156715 -5.890451
C -1.280592 -0.209429 -2.436621
H -2.241410 -1.543201 -3.845443
H -0.499773 -1.368250 -4.068773
H -2.249158 0.215748 -2.115078
H -1.033994 -1.088394 -1.735228
C -0.838408 2.802873 -0.126854
C 2.216629 2.770220 0.749652
H 2.549036 0.989732 -0.393768
C 3.717946 3.039109 0.896299
H 1.692428 3.731492 0.670073
H 1.819473 2.268653 1.636560
C 4.348539 3.637990 -0.368309
H 3.884042 3.709224 1.747884
H 4.217226 2.089536 1.131039
C 3.955566 2.909081 -1.661274
H 4.065179 4.696408 -0.448420
H 5.440598 3.620022 -0.268385
C 2.454170 2.610664 -1.770593
H 4.268593 3.499865 -2.530677
H 4.497103 1.953603 -1.708097
H 1.901752 3.548196 -1.931963
H 2.271995 1.981189 -2.652822
C -2.353101 2.633209 -0.288917
H -0.596124 2.868511 0.949571
C -3.160757 3.811634 0.274617
H -2.599027 2.476782 -1.349930
H -2.705094 1.747616 0.244990
C -2.704404 5.167237 -0.266216
H -4.220686 3.647974 0.041560
H -3.074451 3.809647 1.371192
C -1.180267 5.332142 -0.227974
H -3.060342 5.280808 -1.299014
H -3.173942 5.965163 0.319356
C -0.421967 4.121896 -0.797868
H -0.895034 6.229194 -0.792550
H -0.863535 5.493592 0.812584
H -0.620045 4.053100 -1.876977
H 0.651668 4.308099 -0.693669
C -1.613475 -0.497505 1.083080
C -0.988603 0.304953 2.387801
H -2.161815 0.327512 0.487882
C -1.370133 -0.249662 3.800536
H -1.531420 1.326496 2.310839
C -1.609231 -1.748259 3.704824
H -0.507478 -0.029522 4.445632
H -2.250414 0.333417 4.136848
C -2.849636 -2.017398 2.831004
H -0.720210 -2.279959 3.256294
H -1.765525 -2.130696 4.733324
C -2.740879 -1.500406 1.380237
H -3.049151 -3.098934 2.834332
H -3.699082 -1.498636 3.312840
H -2.699097 -2.364117 0.709580
H -3.705811 -0.990671 1.146942
C 2.830138 -8.416093 2.797496
C 2.054139 -7.283486 2.196585
C 0.681720 -7.201578 2.393616
C -0.088886 -6.233464 1.761655
C 0.553980 -5.312042 0.914850
C 1.933901 -5.305792 0.788104
C 2.685952 -6.293322 1.416464
S -0.428171 -4.070325 0.048357
O -0.068940 -4.062344 -1.331445
O -1.811283 -4.385104 0.399965
O 0.064070 -2.812181 0.782985
H 2.732096 -8.427473 3.888420
H 2.451865 -9.379190 2.434447
H 3.887233 -8.345654 2.545644
H 0.188714 -7.930744 3.053600
H -1.159100 -6.181109 1.905964
H 2.420247 -4.528527 0.186280
H 3.767427 -6.319514 1.301494

Forces on atoms 1 to 2 (eV/Å):
-1.09 -0.02 4.50
-0.03 4.10 -2.66

---

2.
A structure of composition C3H5NS at a distorted geometry, computed with ωB97M-V with the def2-TZVPD basis set.

E_tot: -570.1113 hartree
energy above the lowest of the compared OMol25 structures with the same formula, charge and spin: 323.7 kJ/mol
F_max: 8.4 eV/Å
HOMO: -9.308 eV
gap between HOMO and LUMO: 9.589 eV

Atoms and positions in Å:
C -1.067243 0.934979 -0.372166
C 1.146391 -0.350678 0.290267
C 0.732570 -1.652485 0.167380
H -2.060665 1.431135 -0.920296
H -1.075552 -0.076035 -0.023765
H -0.890317 1.212210 0.681418
H 0.433797 0.495604 1.151934
H 2.260430 -0.221209 0.229792
N -0.101361 -2.510476 0.041473
S 0.621949 0.736953 -1.246037

Forces on atoms 1 to 2 (eV/Å):
-0.64 0.49 -0.90
0.92 6.65 0.13

---

3.
A structure of composition H41O20 at a distorted geometry, computed with ωB97M-V with the def2-TZVPD basis set.

E_tot: -1529.1081 hartree
energy above the lowest of the compared OMol25 structures with the same formula, charge and spin: 257.7 kJ/mol
F_max: 3.3 eV/Å
charge: +1
HOMO: -12.259 eV
gap between HOMO and LUMO: 9.523 eV

Atoms and positions in Å:
O 0.916412 -4.615533 -0.558318
H 1.610326 0.860333 2.254040
O -2.459969 -0.660947 1.566224
H -2.271587 0.300549 1.564144
H 4.129974 3.709787 2.003180
O -1.805953 1.441393 -4.221295
H -2.472751 0.895908 -4.756004
H -1.480324 0.718235 -3.684576
O -0.763582 0.674765 -1.564592
H -1.712377 0.794702 -1.456567
H -3.911110 -2.991013 2.126168
O 3.044781 1.087439 -0.315597
H -0.042286 4.253197 2.298463
H -0.696883 -0.242038 -1.952402
O 0.311840 4.240881 1.416248
H -1.887563 -2.175618 4.870889
H 3.486367 1.856222 0.077839
O -1.005196 -1.683815 -3.072155
H 0.724333 2.039294 1.573714
H -2.455303 -1.654547 3.552058
O 1.604968 1.201178 -2.096439
H 1.482335 1.761054 -2.937677
H 0.678669 1.273877 -1.763848
O -1.814650 2.763355 0.777784
H -1.488577 2.911973 -0.111495
H 2.112121 1.133739 0.422615
O 4.931963 -3.547392 -1.188036
H 4.944667 -3.518292 -0.205718
H 4.957454 -2.558628 -1.301735
O 1.048717 -1.759448 -0.900624
H 1.769063 -2.360125 -1.086161
H -0.907590 -2.627870 -2.926933
O -2.173495 3.601876 -2.369366
H -2.804733 4.177548 -2.873154
H -1.724694 3.125629 -3.082573
O -1.456767 3.027895 3.521890
H -2.119518 3.442741 4.060680
H -1.476142 3.225201 2.589712
O 0.266507 -3.332877 2.567151
H -1.612912 -0.978015 1.201446
H -0.483677 -2.785578 2.857020
O 1.466065 1.440999 1.468236
H 0.951632 -0.920156 -1.339286
H 1.805516 -4.948845 -0.358433
O -3.905933 -2.637531 3.046393
H 1.322267 3.206843 -4.611431
H -4.188709 -1.726720 2.952328
O 0.957048 2.310386 -4.518778
H 0.001116 2.426926 -4.747846
H 0.662438 -3.621385 3.459090
O -1.645320 -1.663232 4.099687
H 0.548868 -4.007627 0.115629
H -0.569467 -1.483814 -3.899311
O 3.460921 3.392126 1.409173
H 0.123691 4.927207 0.788869
H 2.601824 3.802966 1.275347
O -0.870109 -5.922658 1.163432
H -0.757192 -4.962049 1.386487
H -0.176316 -6.137762 0.544808
H 3.006338 1.331015 -1.239167
H -2.729731 2.487414 0.731597

Forces on atoms 1 to 2 (eV/Å):
-0.08 0.15 -0.42
-0.43 0.74 -0.81

---

4.
A structure of composition C4H6N2O, computed with ωB97M-V with the def2-TZVPD basis set.

E_tot: -340.6828 hartree
energy above the lowest of the compared OMol25 structures with the same formula, charge and spin: 294.3 kJ/mol
F_max: 0.5 eV/Å
HOMO: -8.843 eV
gap between HOMO and LUMO: 9.789 eV

Atoms and positions in Å:
C 2.218198 0.250694 -0.443113
O 1.250690 -0.765056 -0.191235
C 0.007037 -0.332111 0.035654
C -1.096372 -1.159101 0.269877
N -2.226529 -0.262179 0.491787
C -1.666281 0.944682 0.291916
N -0.352129 0.957685 0.051346
H 1.940083 0.844776 -1.319609
H 3.155112 -0.279273 -0.621161
H 2.313442 0.918032 0.419363
H -1.151982 -2.199653 0.561245
H -2.101265 -0.911471 -0.532813
H -2.266210 1.847799 0.312283

Forces on atoms 1 to 2 (eV/Å):
0.18 0.14 -0.03
-0.14 -0.04 0.05

---

5.
An isolated molecule of C5H10O at a distorted geometry, computed with ωB97M-V with the def2-TZVPD basis set.

E_tot: -271.6836 hartree
energy above the lowest of the compared OMol25 structures with the same formula, charge and spin: 181.1 kJ/mol
F_max: 1.1 eV/Å
HOMO: -9.849 eV
structure (SMILES): CCC[C@H]1CO1
gap between HOMO and LUMO: 11.053 eV

Atoms and positions in Å:
C 1.624667 -0.791511 1.122693
C 1.460026 -0.018155 -0.167270
C 0.144206 0.724333 -0.182151
C -1.059576 -0.185687 -0.516649
C -2.430456 0.323455 -0.391676
O -1.693615 0.533305 -1.572982
H 0.767929 -1.461598 1.268653
H 1.646874 -0.094887 1.968966
H 2.540911 -1.383266 1.121273
H 1.463645 -0.688009 -1.038561
H 2.284182 0.687555 -0.325245
H 0.207934 1.476324 -0.984623
H -0.043489 1.303886 0.730286
H -1.001884 -1.280931 -0.673537
H -3.284043 -0.289368 -0.654809
H -2.627312 1.144556 0.295631

Forces on atoms 1 to 2 (eV/Å):
0.09 -0.14 0.12
0.06 -0.05 0.00

---

Repeat the third record exactly.
A structure of composition H41O20 at a distorted geometry, computed with ωB97M-V with the def2-TZVPD basis set.

E_tot: -1529.1081 hartree
energy above the lowest of the compared OMol25 structures with the same formula, charge and spin: 257.7 kJ/mol
F_max: 3.3 eV/Å
charge: +1
HOMO: -12.259 eV
gap between HOMO and LUMO: 9.523 eV

Atoms and positions in Å:
O 0.916412 -4.615533 -0.558318
H 1.610326 0.860333 2.254040
O -2.459969 -0.660947 1.566224
H -2.271587 0.300549 1.564144
H 4.129974 3.709787 2.003180
O -1.805953 1.441393 -4.221295
H -2.472751 0.895908 -4.756004
H -1.480324 0.718235 -3.684576
O -0.763582 0.674765 -1.564592
H -1.712377 0.794702 -1.456567
H -3.911110 -2.991013 2.126168
O 3.044781 1.087439 -0.315597
H -0.042286 4.253197 2.298463
H -0.696883 -0.242038 -1.952402
O 0.311840 4.240881 1.416248
H -1.887563 -2.175618 4.870889
H 3.486367 1.856222 0.077839
O -1.005196 -1.683815 -3.072155
H 0.724333 2.039294 1.573714
H -2.455303 -1.654547 3.552058
O 1.604968 1.201178 -2.096439
H 1.482335 1.761054 -2.937677
H 0.678669 1.273877 -1.763848
O -1.814650 2.763355 0.777784
H -1.488577 2.911973 -0.111495
H 2.112121 1.133739 0.422615
O 4.931963 -3.547392 -1.188036
H 4.944667 -3.518292 -0.205718
H 4.957454 -2.558628 -1.301735
O 1.048717 -1.759448 -0.900624
H 1.769063 -2.360125 -1.086161
H -0.907590 -2.627870 -2.926933
O -2.173495 3.601876 -2.369366
H -2.804733 4.177548 -2.873154
H -1.724694 3.125629 -3.082573
O -1.456767 3.027895 3.521890
H -2.119518 3.442741 4.060680
H -1.476142 3.225201 2.589712
O 0.266507 -3.332877 2.567151
H -1.612912 -0.978015 1.201446
H -0.483677 -2.785578 2.857020
O 1.466065 1.440999 1.468236
H 0.951632 -0.920156 -1.339286
H 1.805516 -4.948845 -0.358433
O -3.905933 -2.637531 3.046393
H 1.322267 3.206843 -4.611431
H -4.188709 -1.726720 2.952328
O 0.957048 2.310386 -4.518778
H 0.001116 2.426926 -4.747846
H 0.662438 -3.621385 3.459090
O -1.645320 -1.663232 4.099687
H 0.548868 -4.007627 0.115629
H -0.569467 -1.483814 -3.899311
O 3.460921 3.392126 1.409173
H 0.123691 4.927207 0.788869
H 2.601824 3.802966 1.275347
O -0.870109 -5.922658 1.163432
H -0.757192 -4.962049 1.386487
H -0.176316 -6.137762 0.544808
H 3.006338 1.331015 -1.239167
H -2.729731 2.487414 0.731597

Forces on atoms 1 to 2 (eV/Å):
-0.08 0.15 -0.42
-0.43 0.74 -0.81